Record 1
Entry from the OMol25 dataset: a single C5H8N2O2 molecule (ωB97M-V with the def2-TZVPD basis set).

Values from the calculation:
* structure (SMILES): [H]/N=C(\C)N/C=C/OC=O
* E_HOMO: -0.32100 hartree

CARTESIAN COORDINATES (ANGSTROEM)
C  -1.238  0.526  -0.061
H  -1.002  1.517  -0.331
C  -0.613  -0.665  0.155
N  2.886  -1.219  -0.362
H  -1.295  -1.448  0.778
N  0.788  -1.029  -0.231
H  1.697  1.672  -0.768
H  3.701  -0.557  -0.050
C  -3.648  -0.178  -0.292
O  -3.351  -1.386  0.178
H  1.340  1.248  0.993
H  -4.717  0.311  -0.655
C  1.945  -0.399  -0.237
O  -2.709  0.810  -0.231
H  3.147  1.554  0.538
C  2.063  1.199  0.209
H  1.006  -1.956  0.366



Record 2
Entry from the OMol25 dataset: a single C5H8N2O2 molecule (ωB97M-V with the def2-TZVPD basis set).

Values from the calculation:
* structure (SMILES): [H]/N=C1\NC[C@@]2(O)[C@H](O)[C@@H]12
* E_HOMO: -0.31681 hartree

CARTESIAN COORDINATES (ANGSTROEM)
H  2.215  -2.044  -1.368
O  -2.281  0.286  0.369
H  -0.087  0.542  -1.994
N  1.439  -0.427  0.847
H  -2.627  -0.528  -0.229
H  0.817  1.754  0.531
C  -0.112  -0.906  1.315
C  -0.196  1.488  0.035
H  -0.568  -1.857  0.811
H  -0.172  -0.862  2.551
C  0.135  0.289  -0.933
N  1.691  -1.237  -1.760
H  2.083  -0.904  1.441
H  -1.838  2.116  -0.669
O  -0.938  2.494  -0.640
C  1.256  -0.429  -0.736
C  -0.819  0.223  0.431



Record 3
Entry from the OMol25 dataset: a single C5H8N2O3 molecule (ωB97M-V with the def2-TZVPD basis set).

Values from the calculation:
* structure (SMILES): [H]/N=C(/O)C(=O)[C@@H](O)[C@H]1CN1
* E_HOMO: -0.36309 hartree

CARTESIAN COORDINATES (ANGSTROEM)
C  -1.438  -0.431  0.297
N  2.044  -0.870  1.099
C  1.905  -0.095  0.101
O  2.946  0.179  -0.672
O  0.796  1.655  -1.057
H  1.231  -0.896  1.711
C  0.732  0.844  -0.168
H  -1.067  -0.307  -1.888
H  -2.283  -0.503  0.986
H  -1.292  2.228  -0.276
H  0.015  -1.767  -0.382
H  3.712  0.333  -0.059
O  -1.242  1.933  0.641
C  -0.526  0.732  0.690
C  -1.664  -0.805  -1.119
N  -0.985  -1.720  -0.205
H  -0.222  0.599  1.740
H  -2.662  -1.108  -1.438



Record 4
Entry from the OMol25 dataset: a molecular structure, C5H8N2O3 (ωB97M-V with the def2-TZVPD basis set).

Values from the calculation:
* E_HOMO: -0.33551 hartree

CARTESIAN COORDINATES (ANGSTROEM)
C  -1.882  -1.536  -0.016
H  2.135  0.747  1.386
H  -2.665  1.342  0.784
N  3.920  1.033  0.447
H  -1.789  -2.442  0.564
O  0.679  0.568  -1.140
N  -1.267  -0.262  0.370
H  -4.012  -1.467  0.616
C  2.521  0.697  0.367
C  1.946  0.715  -0.821
C  -3.278  -0.878  0.109
C  -2.427  0.281  0.505
H  -3.644  -0.480  -0.834
H  2.475  0.783  -1.850
H  -1.535  -1.761  -1.036
O  4.611  1.262  -0.591
O  4.366  1.205  1.545
H  -0.153  0.195  -0.405



Record 5
Entry from the OMol25 dataset: 2 unconnected molecules or ions with the total composition C5H8N2O3 (ωB97M-V with the def2-TZVPD basis set).

Values from the calculation:
* structure (SMILES): N#C[C@H]1CNC(=O)OC1.O
* E_HOMO: -0.38127 hartree

CARTESIAN COORDINATES (ANGSTROEM)
C  0.331  -1.260  0.908
H  2.194  -1.309  -0.158
H  0.749  -0.631  -1.838
H  -1.828  0.711  -2.094
H  -0.015  -2.089  0.276
N  -0.757  -0.333  1.157
H  0.673  -1.674  1.864
O  -0.291  0.867  -0.888
N  2.781  1.132  1.709
H  -2.943  1.275  -0.999
H  -1.104  -0.257  2.104
C  2.199  0.393  1.039
O  -1.990  1.499  0.645
C  -1.160  0.654  0.337
C  1.470  -0.549  0.172
O  -2.830  0.568  -1.661
H  1.610  0.863  -1.503
C  0.910  0.140  -1.071



Record 6
Entry from the OMol25 dataset: a gas-phase ion, C5H8N2P (charge +1) (ωB97M-V with the def2-TZVPD basis set).

Values from the calculation:
* structure (SMILES): [H]/N=C(C)/[NH+]=C\C#P=C
* total charge: +1
* E_HOMO (alpha / beta): -0.48985 / -0.48727 hartree

CARTESIAN COORDINATES (ANGSTROEM)
H  -4.869  0.781  -0.888
P  -2.824  0.531  0.177
H  3.525  1.345  -0.126
H  1.349  -1.633  0.016
H  3.108  -0.113  -0.996
C  1.501  0.471  0.103
C  -4.358  0.083  -0.406
C  -1.652  -0.658  0.378
H  -4.829  -0.687  0.002
H  3.397  -0.305  0.562
H  1.549  2.449  0.135
C  -0.433  -1.170  0.335
N  0.864  -0.790  0.200
H  -0.322  -2.356  0.451
C  3.005  0.426  -0.088
N  0.990  1.628  0.147



Record 7
Entry from the OMol25 dataset: a single C5H8N2S molecule (ωB97M-V with the def2-TZVPD basis set).

Values from the calculation:
* structure (SMILES): C=N/N=C(\C=S)CC
* E_HOMO: -0.32069 hartree

CARTESIAN COORDINATES (ANGSTROEM)
C  1.294  0.162  -0.568
N  -0.274  0.201  1.225
C  -1.576  -0.950  2.643
S  -0.835  -1.500  -2.190
H  1.861  0.274  0.409
H  -2.665  -1.257  2.919
N  -1.539  -0.151  1.662
H  -0.668  -1.367  3.130
H  -2.053  -0.284  -0.516
H  1.685  -0.703  -1.103
C  -0.013  -0.133  0.023
H  2.456  1.372  -1.941
C  1.424  1.414  -1.479
H  0.782  1.202  -2.331
C  -1.134  -0.649  -0.888
H  1.255  2.370  -0.995



Record 8
Entry from the OMol25 dataset: a single C5H8N2S molecule (ωB97M-V with the def2-TZVPD basis set).

Values from the calculation:
* structure (SMILES): C=CC1=NCCSN1
* E_HOMO: -0.31777 hartree

CARTESIAN COORDINATES (ANGSTROEM)
S  1.029  0.256  -1.805
H  0.530  -2.194  -2.174
H  1.062  -1.721  -0.463
H  -1.231  -2.310  -0.681
N  0.772  0.928  -0.173
C  -0.974  0.694  3.128
H  -1.636  -0.879  -1.632
H  -1.419  -0.386  3.189
H  1.617  1.090  0.278
C  -0.279  1.042  2.075
C  -1.002  -1.273  -0.835
H  0.191  2.033  2.103
H  -1.066  1.347  4.021
C  -0.216  0.394  0.700
C  0.321  -1.445  -1.333
N  -1.003  -0.578  0.434



Record 9
Entry from the OMol25 dataset: a single C5H8N2S molecule (ωB97M-V with the def2-TZVPD basis set).

Values from the calculation:
* structure (SMILES): C/N=C\N1CCC1=S
* E_HOMO: -0.31898 hartree

CARTESIAN COORDINATES (ANGSTROEM)
C  0.923  0.890  1.418
N  0.636  0.022  -2.148
H  -1.430  -0.254  -1.943
H  -0.465  -1.724  -1.606
H  0.079  -0.464  2.926
C  -0.550  -0.801  -2.229
C  -0.230  0.270  2.188
S  2.192  1.833  1.793
H  -1.671  0.064  0.431
C  1.031  0.498  -1.036
H  -0.660  -1.381  0.738
H  -0.883  1.010  2.666
H  -0.706  -1.118  -3.274
H  1.960  1.094  -0.997
C  -0.699  -0.306  0.836
N  0.474  0.367  0.240



Record 10
Entry from the OMol25 dataset: a molecular structure, C5H8N2S (ωB97M-V with the def2-TZVPD basis set).

Values from the calculation:
* E_HOMO: -0.29672 hartree

CARTESIAN COORDINATES (ANGSTROEM)
C  -1.816  -0.047  -0.988
C  -1.297  -1.060  0.004
N  0.142  1.218  -0.185
H  0.691  1.944  0.290
H  0.346  -2.066  0.819
H  -3.025  -0.273  -0.770
C  -1.304  1.074  0.148
C  -1.693  -0.004  1.038
H  -1.426  0.106  -1.921
C  0.834  0.047  -0.144
H  -1.037  -0.186  1.952
N  0.106  -1.058  -0.257
H  -1.576  2.253  0.154
H  -2.701  0.076  1.172
H  -1.670  -2.114  0.172
S  2.520  -0.058  0.055



Record 11
Entry from the OMol25 dataset: a single C5H8N2S molecule (ωB97M-V with the def2-TZVPD basis set).

Values from the calculation:
* structure (SMILES): C/C=N/N1C[C@H]1C=S
* E_HOMO: -0.32361 hartree

CARTESIAN COORDINATES (ANGSTROEM)
H  3.034  1.376  -1.202
N  -0.370  -0.256  0.680
H  2.376  -0.308  -1.986
C  -1.295  -1.264  0.145
C  2.750  0.304  -1.079
H  1.977  0.312  0.962
N  0.611  -0.094  -0.375
H  -1.617  0.423  -0.904
H  -1.754  -2.023  0.862
C  1.768  0.195  0.001
S  -3.596  2.135  0.962
C  -1.639  0.177  0.156
H  -1.021  -1.615  -0.787
H  -2.320  0.126  2.076
C  -2.533  0.864  1.108
H  3.629  -0.353  -0.619



Record 12
Entry from the OMol25 dataset: a gas-phase ion, C5H8N3O (charge +1) (ωB97M-V with the def2-TZVPD basis set).

Values from the calculation:
* structure (SMILES): O[C@H]1C[N@@H+]1C1N=CC=N1
* total charge: +1
* E_HOMO: -0.55652 hartree

CARTESIAN COORDINATES (ANGSTROEM)
H  -1.477  -1.685  0.911
H  3.076  1.902  -0.527
H  -0.484  0.305  -1.180
C  0.843  -0.115  0.589
C  -2.022  0.418  0.455
H  3.373  -0.762  -1.137
N  1.422  1.198  0.539
C  2.640  -0.365  -0.513
H  0.680  -0.549  1.542
N  -0.692  -0.010  -0.150
O  -2.761  1.142  -0.338
C  2.529  1.038  -0.098
C  -1.729  -1.086  0.146
H  -2.017  0.716  1.569
N  1.639  -1.069  -0.099
H  -1.988  -1.740  -0.637
H  -3.034  0.662  -1.074



Record 13
Entry from the OMol25 dataset: a gas-phase ion, C5H8N3O (charge +1) (ωB97M-V with the def2-TZVPD basis set).

Values from the calculation:
* structure (SMILES): C[C@]1([NH3+])C=NC=NC1=O
* total charge: +1
* E_HOMO: -0.51228 hartree

CARTESIAN COORDINATES (ANGSTROEM)
C  -0.727  -0.952  0.967
H  1.477  1.644  0.337
O  -0.021  -1.542  1.727
N  -1.548  0.561  -1.252
H  -0.187  -0.596  -2.265
N  1.743  -0.712  -0.250
H  1.772  -1.428  -0.973
H  -0.307  1.806  0.224
C  -2.345  0.319  -0.184
H  -3.271  0.715  -0.052
N  -1.954  -0.610  0.733
C  0.441  -0.097  -0.238
H  0.453  0.853  1.687
C  -0.350  -0.035  -1.383
C  0.498  1.219  0.593
H  1.858  -1.144  0.627
H  2.466  -0.002  -0.296



Record 14
Entry from the OMol25 dataset: a single C5H8N3O3P molecule (ωB97M-V with the def2-TZVPD basis set).

Values from the calculation:
* structure (SMILES): N#C[C@H]([PH2]=O)[C@@](N)(C#N)COO
* E_HOMO: -0.39850 hartree

CARTESIAN COORDINATES (ANGSTROEM)
N  0.632  2.059  2.219
C  -1.271  -0.063  0.142
H  2.211  0.008  0.037
O  -2.097  0.724  0.989
H  -2.939  2.105  0.029
C  1.117  1.334  -1.130
C  0.366  1.145  1.575
P  1.081  -1.342  -1.641
N  0.418  -1.272  1.459
H  2.301  -2.020  -1.486
C  1.220  0.057  -0.425
H  1.203  -0.690  -2.878
H  -1.314  0.344  -0.867
H  1.251  -1.180  2.031
C  0.164  -0.045  0.710
O  -0.132  -2.169  -1.530
H  -0.358  -1.437  2.092
O  -3.207  1.196  0.235
H  -1.621  -1.092  0.110
N  0.974  2.340  -1.671



Record 15
Entry from the OMol25 dataset: a gas-phase ion, C5H8N3OS (charge +1) (ωB97M-V with the def2-TZVPD basis set).

Values from the calculation:
* structure (SMILES): [H]/N=[N+](C=O)/C=[N+](C)/C=C/[S-]
* total charge: +1
* E_HOMO (alpha / beta): -0.46484 / -0.47711 hartree

CARTESIAN COORDINATES (ANGSTROEM)
C  -1.193  -2.909  -0.334
H  -0.642  -1.050  1.885
H  0.518  0.962  -1.508
C  -0.633  -1.680  -0.876
H  -1.032  2.878  0.895
H  -1.962  -2.917  0.370
N  -0.810  0.924  1.576
H  1.506  -0.466  -1.262
S  -0.572  -4.368  -0.787
C  0.745  0.205  -0.771
H  -0.751  2.059  3.127
N  -0.300  -0.652  -0.171
H  1.392  0.675  -0.013
H  -0.362  -1.817  -1.894
C  -1.307  1.869  0.575
N  -0.661  1.091  2.819
C  -0.650  -0.345  1.096
O  -1.664  1.422  -0.464



Record 16
Entry from the OMol25 dataset: a single C5H8N4 molecule (ωB97M-V with the def2-TZVPD basis set).

Values from the calculation:
* structure (SMILES): C[C@H]1NNc2cn[nH]c21
* E_HOMO: -0.31252 hartree

CARTESIAN COORDINATES (ANGSTROEM)
H  -1.927  -2.180  0.388
H  1.070  -1.927  -0.257
C  0.632  -0.060  0.698
N  -0.371  1.905  -0.154
H  -3.560  1.552  -0.610
H  1.081  -0.401  -1.360
H  0.024  1.921  -1.072
H  0.707  1.797  1.472
C  -0.998  -0.324  0.430
N  -3.150  -0.503  -0.023
N  0.751  1.379  0.548
C  -1.425  0.927  0.074
C  -2.815  0.783  -0.258
H  1.031  -0.546  1.694
H  2.408  -0.682  -0.233
N  -2.075  -1.181  0.305
C  1.263  -0.849  -0.470



Record 17
Entry from the OMol25 dataset: a gas-phase ion, C5H8N4 (charge +2) (ωB97M-V with the def2-TZVPD basis set).

Values from the calculation:
* structure (SMILES): C[C@]12N=C1C(=[NH2+])[NH+]=CN2
* total charge: +2
* E_HOMO: -0.66167 hartree

CARTESIAN COORDINATES (ANGSTROEM)
H  -3.301  -0.160  -0.663
C  -0.401  -1.014  0.556
N  0.554  -0.982  1.359
H  -2.160  1.570  0.074
H  -0.274  2.717  0.527
H  -3.108  -1.867  -0.429
C  1.225  -0.285  0.242
C  2.403  -0.872  -0.466
H  2.313  -1.854  -0.818
N  -1.418  0.979  0.247
H  2.761  -0.340  -1.345
H  1.746  1.862  0.189
H  3.097  -1.146  0.345
N  -2.616  -0.901  -0.425
C  -1.575  -0.421  0.103
N  0.985  1.126  0.211
C  -0.230  1.589  0.293



Record 18
Entry from the OMol25 dataset: 2 unconnected molecules or ions with the total composition C5H8N4O2S (ωB97M-V with the def2-TZVPD basis set).

Values from the calculation:
* E_HOMO (alpha / beta): -0.27081 / -0.21934 hartree

CARTESIAN COORDINATES (ANGSTROEM)
C  1.605  0.698  -2.209
H  1.486  1.768  -2.159
O  -0.725  -1.602  -1.096
C  -0.099  -0.554  1.428
H  2.486  0.164  -1.944
N  -0.919  0.053  0.451
H  1.119  -0.996  -3.278
H  -1.421  1.916  3.225
H  1.110  -1.910  0.258
H  0.232  -0.279  3.405
C  -1.066  1.248  2.397
C  -1.579  1.157  1.111
N  -0.245  0.156  2.598
H  -2.047  1.920  0.465
C  0.887  -1.494  1.305
S  1.518  -2.205  2.626
O  -1.907  0.235  -1.465
N  0.889  -0.012  -3.082
N  -1.278  -0.529  -0.724
H  -0.046  0.268  -3.314



Record 19
Entry from the OMol25 dataset: a gas-phase ion, C5H8N5 (charge +1) (ωB97M-V with the def2-TZVPD basis set).

Values from the calculation:
* structure (SMILES): C/N=C\n1ccc(=[NH2+])nn1
* total charge: +1
* E_HOMO: -0.51722 hartree

CARTESIAN COORDINATES (ANGSTROEM)
H  -0.013  -3.126  1.675
H  2.243  -1.911  -1.286
C  0.724  2.303  -0.194
C  1.358  -1.742  -0.692
N  1.933  1.674  -0.086
H  -1.128  -3.214  0.333
N  1.034  -0.314  -0.589
H  -0.990  -0.486  -1.080
C  -0.411  1.529  -0.566
H  -0.704  -1.615  1.020
H  1.563  4.074  0.258
C  -0.212  0.191  -0.758
C  -0.328  -2.612  0.765
H  -0.155  4.129  -0.005
N  2.056  0.450  -0.280
N  0.771  -2.663  -0.121
H  -1.379  1.979  -0.718
N  0.701  3.599  0.022



Record 20
Entry from the OMol25 dataset: a gas-phase ion, C5H8N6O2S2 (charge +2) (ωB97M-V with the def2-TZVPD basis set).

Values from the calculation:
* total charge: +2
* E_HOMO (alpha / beta): -0.60845 / -0.61237 hartree

CARTESIAN COORDINATES (ANGSTROEM)
C  3.571  -0.389  -0.014
S  0.067  1.769  0.303
H  -4.368  0.369  -0.262
S  2.923  1.274  -0.199
C  -3.287  -0.016  -0.347
N  -2.298  0.963  -0.244
O  5.518  -1.283  0.597
N  -2.273  -2.150  -0.579
H  -1.287  -1.949  -0.839
H  -3.859  2.291  -0.071
H  -2.362  2.478  1.154
N  1.417  -0.627  0.676
C  2.662  -1.177  0.585
H  -2.292  3.202  -0.433
O  5.413  0.027  -1.220
H  0.649  -1.272  1.010
H  -2.620  -3.086  -0.619
H  3.024  -2.108  0.901
N  5.010  -0.607  -0.271
N  -1.059  0.557  -0.022
C  -2.748  2.315  0.025
C  1.386  0.690  0.408
N  -3.186  -1.273  -0.539



The calculation returns the following max |F| values, one per record and in order: 8.57 7.74 1.76 3.83 4.77 5.51 2.81 6.11 1.04 8.30 4.48 4.36 6.21 0.50 3.11 6.61 5.32 3.50 1.58 3.40 eV/A.
The calculation returns the following molecular weight values, one per record and in order: 128.1 128.1 144.1 144.1 144.1 127.1 128.2 128.2 128.2 128.2 128.2 126.1 126.1 189.1 158.2 124.1 124.1 188.2 138.2 248.3 g mol⁻¹.
The calculation returns the following energy above the lowest of the compared OMol25 structures with the same formula, charge and spin values, one per record and in order: 5.993 6.363 2.424 6.428 1.293 5.061 3.082 2.517 1.581 5.423 4.746 3.831 3.042 3.978 5.344 2.915 1.921 8.009 1.202 0.000 eV.